(1)
This record from the Open Molecules 2025 dataset describes a molecular structure, C27H30BrIrNO9P3S in a non-equilibrium geometry. The level of theory is ωB97M-V/def2-TZVPD.

Positions of all 73 atoms, in Å:
Ir: 0.206 -0.719 1.088
O: -3.739 -1.883 0.583
P: -2.303 -1.365 0.960
O: -1.260 -2.407 0.589
O: -1.958 -0.019 0.336
O: -2.339 -1.238 2.556
P: -1.892 0.102 3.390
O: -3.040 1.151 2.982
O: -1.912 -0.198 4.826
O: -0.597 0.575 2.726
H: -4.440 -1.237 0.748
H: -3.564 1.359 3.769
C: -0.634 3.385 -3.263
C: -1.813 2.697 -2.994
C: -1.761 1.389 -2.540
C: -0.526 0.761 -2.368
C: 0.655 1.453 -2.626
C: 0.593 2.761 -3.084
P: -0.487 -0.953 -1.835
C: -1.044 -1.961 -3.213
C: -1.476 -1.397 -4.417
C: -1.698 -2.219 -5.512
C: -1.521 -3.592 -5.404
C: -1.138 -4.158 -4.193
C: -0.908 -3.348 -3.096
C: 1.202 -1.468 -1.546
C: 1.993 -2.021 -2.559
C: 3.267 -2.458 -2.247
C: 3.734 -2.360 -0.941
C: 2.951 -1.792 0.058
C: 1.675 -1.341 -0.231
H: -0.674 4.410 -3.610
H: -2.772 3.178 -3.140
H: -2.676 0.857 -2.308
H: 1.613 0.971 -2.480
H: 1.513 3.289 -3.305
H: -1.612 -0.329 -4.508
H: -1.992 -1.778 -6.456
H: -1.689 -4.226 -6.266
H: -1.007 -5.229 -4.108
H: -0.614 -3.781 -2.145
H: 1.623 -2.099 -3.574
H: 3.894 -2.885 -3.020
H: 4.716 -2.741 -0.691
H: 3.346 -1.714 1.063
O: 0.401 -1.696 6.781
C: 0.668 -1.739 5.482
C: 0.104 -2.675 4.611
C: 0.379 -2.582 3.279
N: 1.182 -1.623 2.758
C: 1.775 -0.782 3.626
Br: 2.975 0.471 2.901
C: 1.590 -0.821 4.981
H: -0.361 -2.247 6.999
H: -0.565 -3.442 4.979
H: -0.034 -3.283 2.566
H: 2.092 -0.133 5.644
C: 3.100 3.277 0.513
C: 1.655 3.744 0.604
S: 0.657 2.500 1.455
O: 0.813 1.303 0.487
C: -0.978 3.173 1.111
C: -1.397 4.122 2.224
H: 3.693 4.009 -0.033
H: 3.157 2.323 -0.014
H: 3.538 3.143 1.503
H: 1.212 3.884 -0.382
H: 1.557 4.656 1.198
H: -1.610 2.285 1.081
H: -0.962 3.640 0.125
H: -1.295 3.631 3.193
H: -2.441 4.405 2.098
H: -0.799 5.035 2.236

## Properties
Kohn-Sham gap (spin up / spin down)   7.245 / 6.377 eV
2S+1   2
Charge   +1
Relative energy (zero: lowest compared OMol25 entry of this formula, charge and spin)   187.10 kJ/mol
HOMO energy (spin up / spin down)   -10.90 / -11.35 eV

(2)
This record from the Open Molecules 2025 dataset describes 2 unconnected molecules or ions with the total composition C4H5NO2 in a non-equilibrium geometry. The level of theory is ωB97M-V/def2-TZVPD.

Positions of all 12 atoms, in Å:
C: 2.935 -0.113 0.564
C: -0.367 -0.501 0.089
C: 2.185 0.684 -0.246
C: -2.638 0.067 -0.263
N: 3.198 -0.392 -0.678
O: -0.442 -1.691 0.259
O: -1.214 0.351 -0.245
H: 3.325 -0.164 1.595
H: 1.850 1.680 -0.450
H: -2.845 -1.023 -0.569
H: -3.149 0.841 -0.911
H: -2.838 0.260 0.855

## Properties
Kohn-Sham gap (spin up / spin down)   7.552 / 9.010 eV
2S+1   1
Relative energy (zero: lowest compared OMol25 entry of this formula, charge and spin)   675.61 kJ/mol
HOMO energy (spin up / spin down)   -7.50 / -8.21 eV

(3)
This record from the Open Molecules 2025 dataset describes a molecular structure, C40H27Br2CeIN7O in a non-equilibrium geometry. The level of theory is ωB97M-V/def2-TZVPD.

Positions of all 79 atoms, in Å:
Ce: -0.869 0.839 0.822
C: -0.778 -3.877 1.308
C: -0.632 -2.548 0.918
N: -1.199 -1.531 1.556
C: -1.995 -1.803 2.625
C: -2.191 -3.115 3.092
C: -1.544 -4.161 2.410
C: -3.054 -3.356 4.208
C: -3.766 -2.352 4.759
C: -3.653 -1.016 4.260
C: -4.476 0.026 4.720
C: -4.346 1.280 4.177
C: -3.353 1.492 3.223
N: -2.537 0.541 2.785
C: -2.717 -0.720 3.251
H: -0.288 -4.660 0.747
H: -0.032 -2.294 0.051
H: -1.674 -5.179 2.755
H: -3.141 -4.368 4.580
H: -4.446 -2.537 5.581
H: -5.223 -0.181 5.476
H: -4.993 2.094 4.471
H: -3.224 2.475 2.780
Br: 3.854 -5.510 -2.808
C: 4.276 -3.694 -3.141
C: 3.302 -2.862 -3.676
C: 3.578 -1.519 -3.846
C: 4.838 -1.015 -3.516
C: 5.835 -1.881 -3.070
C: 5.546 -3.216 -2.853
N: 5.191 0.338 -3.704
N: 4.393 1.257 -3.511
C: 3.120 1.130 -2.939
C: 2.046 1.731 -3.564
C: 0.766 1.695 -3.013
C: 0.517 1.100 -1.791
O: -0.709 1.021 -1.264
C: 1.633 0.578 -1.069
N: 1.405 0.112 0.206
C: 2.419 -0.399 0.885
C: 3.724 -0.439 0.397
C: 3.982 0.069 -0.851
C: 2.933 0.572 -1.642
H: 2.338 -3.264 -3.954
H: 2.835 -0.866 -4.286
H: 6.827 -1.492 -2.880
H: 6.306 -3.886 -2.475
H: 2.204 2.197 -4.528
H: -0.067 2.145 -3.539
H: 2.193 -0.784 1.875
H: 4.515 -0.839 1.015
H: 4.998 0.099 -1.221
Br: -7.007 -0.275 -1.383
C: -5.496 -0.768 -2.395
C: -5.669 -1.453 -3.589
C: -4.569 -1.818 -4.347
C: -3.287 -1.510 -3.919
C: -3.097 -0.830 -2.726
C: -4.204 -0.466 -1.980
I: -3.897 0.578 -0.148
H: -6.671 -1.694 -3.918
H: -4.718 -2.343 -5.281
H: -2.431 -1.793 -4.517
H: -2.103 -0.568 -2.389
N: 0.307 4.202 3.820
C: -0.502 3.202 3.444
N: -0.311 2.831 2.191
C: 0.707 3.671 1.715
C: 1.286 3.752 0.449
C: 2.292 4.679 0.273
C: 2.712 5.512 1.320
C: 2.126 5.465 2.568
C: 1.109 4.533 2.742
H: 0.321 4.643 4.726
H: -1.221 2.763 4.116
H: 0.941 3.141 -0.376
H: 2.765 4.779 -0.695
H: 3.511 6.219 1.140
H: 2.441 6.122 3.367

## Properties
Kohn-Sham gap (spin up / spin down)   6.249 / 6.257 eV
2S+1   2
Charge   +2
Relative energy (zero: lowest compared OMol25 entry of this formula, charge and spin)   17.70 kJ/mol
HOMO energy (spin up / spin down)   -12.21 / -12.21 eV